Entry 1:
Here is a 9-piece molecular cluster, C18H40Cl2N4O20 overall at a distorted geometry from the Open Molecules 2025 dataset. Energies are from ωB97M-V/def2-TZVPD.

XYZ file:
```
84
Properties=species:S:1:pos:R:3:forces:R:3:mulliken_charge:R:1
C 5.397 0.430 0.140 -0.137 0.896 -0.696 -0.661
N 4.966 -0.940 0.497 0.661 -0.166 0.285 0.920
O 5.414 -1.462 1.496 -0.082 0.226 0.021 -0.564
O 4.209 -1.488 -0.279 -0.238 -0.128 -0.117 -0.471
H 6.408 0.464 -0.265 0.030 -0.644 0.098 0.331
H 5.370 1.123 0.972 -0.264 -0.383 0.378 0.212
H 4.707 0.737 -0.639 0.016 0.150 0.081 0.212
C -2.107 2.581 4.149 0.341 -0.607 -0.440 -0.324
N -3.380 2.017 3.596 -0.790 -0.285 0.666 1.037
O -3.371 0.965 2.998 0.522 0.202 -0.125 -0.526
O -4.406 2.604 3.915 0.519 0.167 -0.249 -0.606
H -2.257 3.648 4.243 0.076 -0.029 0.245 0.324
H -1.258 2.304 3.525 -0.318 0.138 -0.352 -0.254
H -1.915 2.055 5.082 -0.378 0.298 0.248 0.370
C 1.817 -3.386 -1.678 0.402 0.278 0.093 -0.678
N 1.145 -3.497 -3.009 0.779 -0.089 -0.181 1.058
O 1.267 -2.588 -3.805 0.395 0.264 0.150 -0.560
O 0.440 -4.455 -3.196 -0.153 -0.701 0.120 -0.565
H 0.984 -3.116 -1.034 0.306 -0.191 0.409 0.039
H 2.597 -2.630 -1.686 -0.360 0.291 -0.307 0.359
H 2.322 -4.291 -1.354 -0.629 -0.447 -0.293 0.315
C -0.689 5.033 1.741 0.241 -0.370 1.086 -0.629
N -1.483 4.384 0.692 0.275 -0.830 -1.056 1.018
O -2.221 3.463 0.950 -0.346 0.250 0.597 -0.473
O -1.280 4.787 -0.440 -0.018 0.303 0.023 -0.566
H -1.094 6.038 1.815 0.532 0.168 0.034 0.335
H 0.366 4.918 1.504 -0.103 0.644 -0.602 0.198
H -0.753 4.501 2.688 -0.675 0.012 -0.113 0.109
C -0.680 3.256 -3.261 -0.027 0.515 1.981 -0.437
O -0.870 2.588 -4.488 0.241 0.346 -0.056 -0.393
C -0.723 1.275 -4.401 0.206 -0.350 -1.459 0.616
O -0.689 0.588 -3.427 -0.023 -0.075 1.111 -0.340
O -0.605 0.792 -5.649 -0.283 0.227 0.334 -0.397
C -0.851 -0.606 -5.757 -0.498 -0.585 -0.644 -0.437
H -1.440 3.016 -2.514 -0.129 -0.333 -0.254 0.237
H -0.729 4.341 -3.324 -0.010 -0.102 -0.901 0.313
H 0.274 3.010 -2.788 0.047 -0.164 -0.305 0.153
H 0.039 -1.225 -5.654 0.142 0.284 0.123 0.222
H -1.271 -0.735 -6.753 0.205 -0.053 -0.064 0.337
H -1.611 -0.956 -5.059 0.114 0.228 0.219 0.068
C 2.171 -2.904 1.975 0.160 2.226 1.144 -0.161
O 0.955 -3.532 1.674 0.047 -1.577 -1.113 -0.440
C -0.229 -2.907 1.810 0.826 -0.327 0.017 0.801
O -0.358 -1.770 2.157 -0.185 0.840 0.276 -0.494
O -1.159 -3.760 1.490 0.360 -1.700 -0.347 -0.354
C -2.468 -3.279 1.255 0.009 1.229 1.731 -0.657
H 2.294 -2.948 3.061 0.324 0.041 -0.134 0.533
H 2.137 -1.846 1.681 -0.248 -0.069 0.360 -0.383
H 3.097 -3.213 1.491 -0.629 -1.174 -0.348 0.284
H -3.200 -4.006 0.904 0.840 -0.812 0.388 0.280
H -2.521 -2.556 0.434 2.032 -0.583 2.346 0.225
H -2.832 -2.819 2.173 -0.191 -0.009 0.128 0.282
C 3.222 3.432 1.628 -0.948 1.008 0.197 -0.883
O 3.255 2.098 2.086 0.954 -0.352 -0.432 -0.178
C 2.527 1.705 3.123 -0.527 0.347 -0.022 0.855
O 2.031 2.442 3.935 -0.162 -0.120 0.196 -0.645
O 2.436 0.387 3.046 0.206 -0.250 -0.127 -0.113
C 1.821 -0.327 4.114 0.265 0.131 1.100 -0.620
H 2.584 3.418 0.743 0.351 0.189 -0.270 0.268
H 4.209 3.854 1.454 0.199 -0.624 -0.304 0.301
H 2.776 4.146 2.326 -0.152 -0.488 0.329 0.362
H 1.362 0.358 4.828 -0.307 0.055 -0.312 0.394
H 2.606 -0.826 4.687 0.101 -0.147 -0.221 0.266
H 1.124 -1.062 3.723 -0.067 0.348 -0.157 0.041
C -5.843 -1.250 -1.339 -0.044 0.177 0.296 -0.727
O -4.592 -1.116 -2.025 -0.295 0.227 0.279 -0.279
C -3.565 -1.800 -1.573 0.628 0.425 -2.450 0.828
O -3.460 -2.409 -0.552 -3.113 0.619 -2.758 -0.570
O -2.612 -1.737 -2.524 -0.624 0.395 0.670 -0.180
C -1.597 -2.726 -2.486 0.489 0.271 -1.328 -0.289
H -6.473 -1.866 -1.975 -0.221 0.165 0.051 0.259
H -6.226 -0.243 -1.196 -0.194 -0.053 -0.248 0.258
H -5.760 -1.702 -0.352 0.341 -0.115 -0.113 0.340
H -0.858 -2.392 -3.219 -0.310 0.314 0.238 -0.171
H -1.995 -3.635 -2.945 0.046 -0.276 0.833 0.465
H -1.083 -2.812 -1.530 -0.525 -0.330 0.188 0.123
Cl -0.248 1.251 1.060 0.119 -0.218 0.101 0.256
C -0.245 0.037 -0.258 0.762 1.159 -0.782 0.111
C 1.179 -0.275 -0.709 -0.346 -0.916 0.751 2.436
Cl 2.116 1.087 -1.358 -0.311 0.149 -0.165 -0.370
H -0.729 0.528 -1.101 -0.324 -0.206 0.094 0.224
H -0.785 -0.842 0.080 0.133 0.031 0.058 -0.661
H 1.118 -1.070 -1.453 0.066 0.562 -0.234 -0.444
H 1.781 -0.660 0.114 -0.126 0.082 0.003 -1.476
```
Forces are in eV/Å.

2S+1: 1
HOMO in eV: -9.748
Net charge: 0
Max |F| in eV/Å: 4.21
LUMO energy in eV: -0.09


Entry 2:
Here is a 2-piece molecular cluster, C12H17P overall at a distorted geometry from the Open Molecules 2025 dataset. Energies are from ωB97M-V/def2-TZVPD.

XYZ file:
```
30
Properties=species:S:1:pos:R:3:forces:R:3:nbo_charge:R:1
C -2.515 2.909 0.648 1.805 -2.078 -0.358 -0.199
C -2.130 2.110 -0.485 -0.956 1.887 2.773 -0.208
C -1.851 2.542 1.803 1.001 1.308 1.294 -0.215
C -1.171 1.175 -0.445 0.254 -1.592 -0.692 -0.224
C -0.732 1.673 1.761 0.125 0.539 3.169 -0.179
C -0.385 0.927 0.690 0.215 -0.271 -0.596 -0.421
C -1.646 -3.315 1.597 1.091 0.069 1.336 -0.523
C -1.845 -2.305 0.847 -0.555 1.940 -3.047 -0.117
C 1.696 0.836 -1.468 1.443 -0.907 -2.074 -0.610
C 3.174 -0.928 -0.557 0.772 0.927 1.491 -0.608
C 0.960 -1.566 -1.239 -2.082 -2.789 -2.855 -0.638
C 1.744 -0.447 -0.703 -0.332 -0.388 2.602 -0.353
P 0.998 -0.178 1.036 0.307 -0.041 -0.609 0.646
H -3.216 3.707 0.551 -0.506 0.156 0.186 0.220
H -2.740 2.229 -1.295 -1.128 0.182 -2.449 0.204
H -1.987 3.043 2.792 -0.240 -0.294 -1.040 0.215
H -1.118 0.548 -1.318 0.410 -0.155 -0.237 0.209
H -0.052 1.544 2.686 -1.510 0.379 -1.230 0.216
H -2.396 -3.802 2.183 -0.501 -0.699 0.126 0.208
H -0.595 -3.452 1.884 -0.192 -0.522 0.172 0.214
H -2.264 -1.676 0.028 0.250 -0.691 1.479 0.222
H 2.640 1.366 -1.201 -0.681 -0.009 -0.790 0.217
H 1.593 0.529 -2.588 0.564 1.041 1.625 0.206
H 0.870 1.426 -1.188 -0.650 0.815 -0.100 0.225
H 3.326 -1.981 -0.276 -0.342 0.412 0.267 0.217
H 3.699 -0.226 0.156 -0.191 -0.962 -0.582 0.210
H 3.642 -0.803 -1.505 0.558 0.061 -0.978 0.210
H 0.722 -2.454 -0.591 -0.175 1.376 0.199 0.235
H 0.019 -1.268 -1.842 1.273 -0.446 1.223 0.209
H 1.560 -2.166 -1.961 -0.028 0.754 -0.307 0.210
```
Forces are in eV/Å.

2S+1: 1
HOMO (spin up / spin down) in eV: -7.795 / -7.388
Net charge: 0
Max |F| in eV/Å: 4.50
LUMO energy (spin up / spin down) in eV: -0.74 / 0.66